27
Properties=species:S:1:pos:R:3:forces:R:3 method="wB97M-V/def2-TZVPD" smiles=Cc1ccc(O)cc1.CCC spin_multiplicity=1 total_charge=0 fmax_ev_per_a=2.9 e_homo_ev=-8.5518 homo_lumo_gap_ev=9.422
H 0.68971 3.71197 0.32671 0.7 0.5 0.7
O -3.45557 -0.85050 1.08611 0.5 -0.4 0.2
C 1.49018 -1.52227 -1.67104 0.2 1.7 2.3
C 0.00526 -0.41233 0.13717 2.3 1.4 -0.6
H 1.60963 -1.27097 -2.71745 -0.4 -0.7 -0.3
H 2.83423 2.91653 -0.89107 -0.7 0.3 0.1
H 3.22852 1.70687 1.85880 0.2 0.3 -0.2
H -3.32649 -0.59202 1.99962 -0.2 0.2 0.3
C -1.12866 -0.21228 0.84860 -1.8 -1.1 0.5
H -3.07546 -2.40806 -0.76507 0.2 -0.4 -0.3
H 0.13342 2.38908 -0.36644 0.6 -0.9 -0.1
H 2.14834 -0.80513 -1.17210 0.4 0.1 -0.2
C 2.37913 2.35322 -0.06417 0.9 -0.4 0.0
C 0.95162 2.65696 0.32050 -1.4 0.5 -0.6
H 2.92899 3.45020 1.69112 0.4 -0.2 0.0
H 0.71608 2.20112 1.29144 0.0 0.3 -0.2
C 3.29921 2.55784 1.16549 -0.8 0.1 -0.3
H 4.31608 2.73786 0.82570 0.2 -0.2 0.3
C 0.15672 -1.22380 -0.98892 -0.4 -1.9 0.2
H 1.85330 -2.46238 -1.25201 0.0 -0.3 -1.0
C -2.19632 -1.06458 0.55076 -0.9 1.1 -1.4
H -0.87890 -2.86872 -1.98484 0.2 0.3 -0.2
H -1.32063 0.56173 1.59093 0.6 -0.1 0.0
H 2.47312 1.32122 -0.42351 -0.1 0.0 0.2
H 0.85405 0.19808 0.42828 0.1 -0.1 -0.2
C -2.14521 -1.90515 -0.55107 1.4 -0.2 0.4
C -0.90933 -2.07032 -1.24717 -2.2 0.2 0.2